Entry 1:
Molecular formula: C27H35Cl9O24
Method: DFT, the ωB97M-V functional and the def2-TZVPD basis

```
95
Properties=species:S:1:pos:R:3:forces:R:3
Cl 7.5313 28.1611 -15.5283 0.3 0.1 -0.2
C 8.9387 29.2176 -15.3067 -0.4 0.8 0.7
Cl 8.9239 29.8281 -13.6092 0.2 -0.2 -0.5
Cl 8.8936 30.6129 -16.4045 0.1 -0.5 0.1
H 9.8515 28.6524 -15.4494 -0.1 -0.1 -0.1
Cl 17.3643 23.4606 -11.1107 0.0 -0.3 -0.1
C 15.7618 22.8646 -10.6739 -0.1 0.7 -0.3
Cl 14.5482 23.7656 -11.6472 0.2 -0.5 0.3
Cl 15.4984 23.1014 -8.9592 -0.2 0.1 0.3
H 15.6558 21.8032 -10.8570 0.1 0.1 -0.3
Cl 8.8296 24.0263 -9.0656 0.0 -0.1 0.0
C 10.2400 25.0657 -9.2069 0.0 0.7 -0.5
Cl 9.8079 26.6180 -9.9896 -0.2 -0.3 0.3
Cl 11.5171 24.3444 -10.1708 0.0 -0.5 0.2
H 10.6184 25.2898 -8.2180 0.0 0.0 0.0
O 12.1542 28.6051 -9.7392 1.0 -0.1 -0.1
C 12.9405 28.2049 -8.9287 -1.6 0.0 0.3
O 12.9512 26.9451 -8.4709 -0.1 -0.9 -0.5
C 13.7664 26.8107 -7.3049 -0.2 0.4 -0.6
C 14.4683 28.1863 -7.2498 0.2 -1.7 0.3
O 13.7875 28.9465 -8.2331 0.8 1.1 0.4
H 13.0659 26.5832 -6.5031 0.4 0.0 0.3
H 14.4999 26.0294 -7.4896 -0.2 -0.2 0.3
H 15.5005 27.9856 -7.5310 0.1 0.7 -0.1
H 14.4307 28.5793 -6.2379 -0.2 0.7 -0.3
O 14.7349 28.3876 -14.4067 -3.2 -2.5 -4.0
C 13.8263 28.0093 -13.7390 -1.5 -1.2 -0.2
O 13.9151 27.1553 -12.7123 0.5 -1.1 -0.7
C 12.6114 26.6565 -12.3793 -0.1 0.0 0.1
C 11.6993 27.7360 -12.9852 -0.6 -1.8 0.9
O 12.5451 28.4488 -13.8611 -0.1 -0.5 -0.7
H 12.4961 25.6428 -12.7723 -0.1 0.2 -0.4
H 12.5017 26.5528 -11.3039 0.2 0.4 0.0
H 11.2898 28.3091 -12.1541 0.1 0.6 -0.5
H 10.9291 27.2236 -13.5613 -0.2 0.4 0.0
O 11.0004 23.1646 -13.2297 0.2 0.3 -0.6
C 9.8847 23.5855 -13.2824 0.2 -0.5 0.7
O 9.5120 24.8067 -13.6973 0.6 0.2 0.1
C 8.2186 25.0515 -13.2056 -2.3 0.5 -0.5
C 7.6349 23.6604 -13.0123 0.1 0.1 0.4
O 8.8277 22.8790 -12.8518 -0.5 -0.3 0.0
H 8.1714 25.7059 -12.3337 0.6 -0.3 0.2
H 7.5766 25.5447 -13.9404 0.6 0.2 -0.3
H 7.0462 23.3341 -13.8709 0.4 -0.2 -0.2
H 6.9899 23.5673 -12.1407 0.3 0.0 0.2
O 16.5718 32.2218 -11.4725 0.1 0.1 0.0
C 16.1333 31.1843 -11.8502 -0.4 0.3 0.1
O 14.8326 30.8214 -11.7050 -0.8 -0.2 0.7
C 14.6318 29.4474 -12.0375 1.4 0.8 0.1
C 15.9650 29.1284 -12.7210 1.4 -0.5 1.3
O 16.8017 30.2360 -12.4948 0.6 0.5 0.3
H 14.4810 28.7421 -11.2179 -0.1 0.9 0.6
H 13.7779 29.3036 -12.6981 0.3 1.9 1.2
H 15.8316 28.9091 -13.7808 2.0 1.2 1.5
H 16.4154 28.2721 -12.2155 0.1 -0.1 -0.2
O 10.5784 26.6325 -15.8724 0.1 0.6 0.0
C 10.5426 26.2409 -17.0005 -0.1 -0.6 -0.3
O 10.7018 24.9456 -17.3001 0.7 -0.7 1.3
C 10.6290 24.7126 -18.6604 -1.3 0.2 -2.5
C 10.5935 26.1223 -19.2998 0.1 -0.1 1.1
O 10.3261 26.9342 -18.1078 0.2 0.7 -0.4
H 11.4067 24.0657 -19.0605 0.3 0.1 0.5
H 9.6603 24.2643 -18.9160 0.2 -0.3 0.4
H 9.7470 26.2471 -19.9654 0.1 0.1 -0.1
H 11.5342 26.4450 -19.7380 -0.1 0.1 0.0
O 12.1373 29.5548 -20.1766 0.0 -0.1 -0.3
C 12.6789 29.3085 -19.1503 -0.7 -0.5 0.0
O 13.1657 28.0975 -18.8023 0.8 -0.5 0.0
C 13.6747 28.1539 -17.4377 -1.3 0.9 -0.2
C 13.8373 29.6507 -17.2963 0.7 0.1 0.8
O 12.8057 30.1729 -18.1330 0.5 0.1 0.0
H 12.8308 27.8755 -16.8000 0.2 -0.4 0.1
H 14.5423 27.5404 -17.2271 0.1 -0.1 -0.5
H 14.8011 30.0330 -17.6369 0.1 -0.1 -0.1
H 13.6826 29.9747 -16.2696 0.2 -0.3 -0.7
O 10.8178 33.1380 -13.2622 -0.1 0.2 -0.4
C 11.6159 32.6158 -13.9733 -0.1 0.4 0.6
O 11.9296 33.0041 -15.2300 -0.3 -0.1 0.0
C 12.7817 32.0446 -15.8153 0.8 -1.0 -0.2
C 13.2047 31.1096 -14.6511 -0.8 1.0 0.6
O 12.3660 31.5808 -13.5853 0.2 -0.5 0.1
H 12.2961 31.4387 -16.5832 -0.5 0.7 0.2
H 13.6439 32.5226 -16.2784 -0.1 0.2 0.1
H 14.2345 31.2348 -14.3180 0.1 -0.1 -0.2
H 12.9344 30.0616 -14.7776 0.2 0.7 -0.2
O 14.7587 24.8412 -18.3791 0.2 0.5 -0.3
C 14.1686 24.3555 -17.4768 -0.5 -1.0 0.6
O 14.2820 24.6889 -16.1825 0.7 0.9 0.2
C 13.3822 23.9836 -15.3595 -1.3 -0.4 0.4
C 12.7614 22.9421 -16.3238 1.1 -0.2 0.3
O 13.3064 23.3227 -17.5894 -0.4 0.3 -0.7
H 13.8615 23.5612 -14.4782 0.5 -0.3 -0.4
H 12.6339 24.6530 -14.9269 -0.1 0.2 -0.5
H 11.6787 22.9303 -16.3634 0.0 0.1 0.1
H 13.1759 21.9468 -16.1633 -0.4 -0.1 0.4
```
Forces are in eV/Å.

Properties
orbital gap: 9.7829 eV
total energy: -190405.9918 eV
HOMO level: -9.848 eV
LUMO energy: -0.07 eV
M: 1062.6 g/mol
SMILES: ClC(Cl)Cl.ClC(Cl)Cl.ClC(Cl)Cl.O=C1OCCO1.O=C1OCCO1.O=C1OCCO1.O=C1OCCO1.O=C1OCCO1.O=C1OCCO1.O=C1OCCO1.O=C1OCCO1

How is the electron density shared among the atoms? According to Löwdin, the charges in e are: atom 1 (Cl): 0.54, atom 2 (C): -1.49, atom 3 (Cl): 0.54, atom 4 (Cl): 0.56, atom 5 (H): -0.02, atom 6 (Cl): 0.53, atom 7 (C): -1.51, atom 8 (Cl): 0.54, atom 9 (Cl): 0.53, atom 10 (H): 0.02, atom 11 (Cl): 0.56, atom 12 (C): -1.49, atom 13 (Cl): 0.59, atom 14 (Cl): 0.59, atom 15 (H): 0.01, atom 16 (O): 0.12, atom 17 (C): -0.60, atom 18 (O): 0.01, atom 19 (C): -0.09, atom 20 (C): -0.09, atom 21 (O): 0.10, atom 22 (H): 0.13, atom 23 (H): 0.12, atom 24 (H): 0.13, atom 25 (H): 0.13, atom 26 (O): 0.12, atom 27 (C): -0.61, atom 28 (O): 0.05, atom 29 (C): -0.12, atom 30 (C): -0.11, atom 31 (O): 0.01, atom 32 (H): 0.09, atom 33 (H): 0.06, atom 34 (H): 0.11, atom 35 (H): 0.10, atom 36 (O): 0.12, atom 37 (C): -0.59, atom 38 (O): 0.06, atom 39 (C): -0.14, atom 40 (C): -0.10, atom 41 (O): 0.06, atom 42 (H): 0.11, atom 43 (H): 0.11, atom 44 (H): 0.13, atom 45 (H): 0.13, atom 46 (O): 0.16, atom 47 (C): -0.58, atom 48 (O): 0.09, atom 49 (C): -0.09, atom 50 (C): -0.11, atom 51 (O): 0.10, atom 52 (H): 0.13, atom 53 (H): 0.10, atom 54 (H): 0.06, atom 55 (H): 0.15, atom 56 (O): 0.12, atom 57 (C): -0.58, atom 58 (O): 0.06, atom 59 (C): -0.12, atom 60 (C): -0.03, atom 61 (O): 0.07, atom 62 (H): 0.13, atom 63 (H): 0.13, atom 64 (H): 0.13, atom 65 (H): 0.12, atom 66 (O): 0.17, atom 67 (C): -0.58, atom 68 (O): 0.05, atom 69 (C): -0.06, atom 70 (C): -0.12, atom 71 (O): 0.05, atom 72 (H): 0.12, atom 73 (H): 0.13, atom 74 (H): 0.15, atom 75 (H): 0.07, atom 76 (O): 0.16, atom 77 (C): -0.59, atom 78 (O): 0.08, atom 79 (C): -0.11, atom 80 (C): -0.11, atom 81 (O): 0.07, atom 82 (H): 0.10, atom 83 (H): 0.14, atom 84 (H): 0.14, atom 85 (H): 0.09, atom 86 (O): 0.17, atom 87 (C): -0.58, atom 88 (O): 0.07, atom 89 (C): -0.12, atom 90 (C): -0.08, atom 91 (O): 0.03, atom 92 (H): 0.09, atom 93 (H): 0.10, atom 94 (H): 0.12, atom 95 (H): 0.13

***

Entry 2:
Molecular formula: C24H63N3O12
Method: DFT, the ωB97M-V functional and the def2-TZVPD basis

```
102
Properties=species:S:1:pos:R:3:forces:R:3
C -2.1723 -3.7796 -1.5721 1.3 0.0 -2.0
O -0.9384 -3.0644 -1.9076 -0.4 -0.3 0.9
C -0.1099 -3.6955 -2.8901 0.4 1.2 -0.3
C 1.0878 -2.6724 -3.1738 -1.6 -1.5 1.4
N 2.0976 -3.1804 -4.0619 -0.6 -0.1 -0.1
C 2.6931 -2.0828 -4.7885 -0.2 -0.3 -0.9
C 3.5422 -2.6312 -5.9018 0.7 0.0 -0.2
O 4.2493 -1.6036 -6.5696 -0.5 0.4 -0.2
C 3.4181 -0.6539 -7.2577 1.4 0.5 0.1
H -2.8191 -3.5703 -2.4241 -0.6 -0.1 0.2
H -2.6432 -3.4975 -0.6303 0.6 0.2 -0.1
H -1.9021 -4.8338 -1.6328 -0.4 -0.2 0.5
H -0.6818 -3.8328 -3.8079 -0.1 0.1 -0.3
H 0.1781 -4.6987 -2.5760 0.4 0.0 0.3
H 1.5939 -2.4820 -2.2274 -0.6 0.6 0.3
H 0.5958 -1.7764 -3.5523 0.3 0.1 0.1
H 2.7693 -3.6086 -3.4410 0.4 -0.2 -0.4
H 3.3181 -1.4277 -4.1815 0.0 0.3 0.2
H 1.8833 -1.5042 -5.2329 -0.1 0.1 0.2
H 3.0541 -3.2563 -6.6497 -0.7 0.0 0.1
H 4.2605 -3.3001 -5.4278 0.5 0.1 -0.2
H 4.1350 0.1139 -7.5487 0.0 0.0 -0.3
H 2.7054 -0.0958 -6.6505 -0.2 -0.5 0.3
H 2.9560 -1.0240 -8.1729 -0.2 -0.4 0.1
C 1.4015 4.1021 1.3371 0.0 -0.7 0.8
O 1.8431 3.5456 0.1411 0.8 -0.4 -1.0
C 2.2144 2.1451 0.3296 0.2 1.7 -0.6
C 2.7228 1.5667 -1.0473 -1.5 0.0 1.9
N 2.6793 0.1069 -1.0342 0.4 0.0 -0.1
C 3.7285 -0.5143 -0.2410 -0.2 -0.1 -0.2
C 3.2999 -1.8893 0.2405 -0.1 0.4 0.7
O 2.3060 -1.8038 1.2889 1.1 1.7 -0.4
C 2.0092 -3.0719 1.7315 -0.5 -0.9 -0.3
H 1.2585 5.1818 1.3798 0.0 0.0 -0.9
H 2.1433 3.8958 2.1087 0.0 -0.1 0.5
H 0.4709 3.5933 1.5884 -0.3 0.2 0.5
H 1.3417 1.6811 0.7892 0.0 -0.6 -0.5
H 2.9969 2.1296 1.0883 0.3 -0.1 0.1
H 3.7301 1.9488 -1.2129 -0.1 -0.1 -0.3
H 2.0139 1.9581 -1.7769 0.3 -0.1 -0.3
H 1.8013 -0.2252 -0.6615 -0.5 0.2 -0.1
H 4.0396 0.0884 0.6122 -0.1 0.0 0.4
H 4.6188 -0.6073 -0.8630 0.2 -0.3 -0.1
H 4.1715 -2.4166 0.6283 0.2 -0.1 0.1
H 2.8960 -2.4910 -0.5738 -0.1 0.0 -0.2
H 1.3117 -3.1018 2.5686 0.0 0.5 0.0
H 2.9027 -3.6133 2.0423 0.2 -0.2 -0.1
H 1.5362 -3.5382 0.8671 -0.1 -1.0 0.1
C -2.0319 5.2399 5.6960 -0.2 -0.2 -0.1
O -1.4083 3.9414 5.7020 -0.7 0.8 1.1
C -0.1315 3.9167 5.1405 0.5 0.1 -1.7
C 0.5835 2.5879 5.3085 -1.6 -0.8 0.4
N -0.1136 1.3914 4.7075 1.2 0.9 -0.4
C 0.5677 0.1714 5.1302 -1.9 -0.1 -0.6
C -0.0214 -1.0812 4.3687 0.9 0.1 0.6
O -1.4359 -1.2746 4.4308 0.2 -0.1 0.4
C -1.8840 -2.5829 4.0029 0.2 0.5 0.8
H -2.2624 5.5653 4.6816 0.4 0.1 -0.2
H -1.4936 6.0099 6.2486 0.7 -0.1 -0.2
H -2.9963 5.2672 6.2033 0.0 -1.0 0.1
H 0.5534 4.7231 5.4025 0.0 0.2 1.2
H -0.2068 4.1636 4.0815 -0.3 -0.4 -0.7
H 0.6753 2.3843 6.3753 0.2 0.2 0.4
H 1.6003 2.6934 4.9304 -0.1 -0.2 -0.4
H -1.0871 1.3176 4.9665 -0.1 0.5 0.2
H 0.4260 0.0222 6.2006 0.0 -0.2 0.4
H 1.6328 0.3469 4.9793 0.1 -0.7 -0.4
H 0.4346 -1.9300 4.8783 0.3 -0.4 -0.4
H 0.2275 -1.0415 3.3082 0.6 -0.1 0.0
H -2.9311 -2.5872 4.3056 0.0 -0.1 -0.7
H -1.4233 -3.4228 4.5230 0.4 0.3 0.7
H -1.6760 -2.8441 2.9653 -0.4 0.7 -0.4
O -4.1710 -1.5170 -4.6862 0.0 -0.2 0.4
C -3.1103 -0.8186 -4.0152 -0.7 -0.6 0.6
C -3.5792 -0.3723 -2.6157 0.7 -0.6 -0.5
O -4.5342 0.6095 -2.7498 -1.3 1.3 0.0
H -3.9328 -1.5189 -5.6162 -0.2 -0.1 -0.1
H -2.2700 -1.4966 -3.8654 0.4 0.1 -0.3
H -2.9121 0.0238 -4.6779 0.7 0.4 0.7
H -2.7461 -0.0052 -2.0163 0.3 0.2 -0.2
H -4.0619 -1.1296 -1.9980 0.5 -0.9 -0.3
H -5.3680 0.1341 -2.7664 -0.3 0.5 -0.2
O -3.7005 2.0876 0.9236 -0.8 -2.1 -0.1
C -3.2997 3.3433 0.5617 1.0 0.6 0.2
C -2.7218 3.4327 -0.8230 -0.9 -0.1 -1.8
O -3.7388 3.2597 -1.8299 0.2 0.7 0.3
H -2.9462 1.6406 1.3145 -0.3 -0.5 0.4
H -4.2068 3.9352 0.6841 0.4 0.8 -0.2
H -2.4893 3.5681 1.2551 0.0 1.1 0.3
H -1.9813 2.6848 -1.1065 0.5 -0.3 0.9
H -2.2456 4.3904 -1.0332 -0.2 0.2 0.2
H -4.0062 2.3377 -1.8328 -0.2 -0.3 -0.1
O -2.0407 0.2981 2.2312 0.5 0.4 0.1
C -0.9820 0.3505 1.2815 -0.6 -1.0 0.3
C -1.0061 -1.0092 0.5663 -0.3 1.4 0.5
O -0.3148 -0.8360 -0.6012 1.0 0.4 -1.3
H -1.6131 0.0442 3.0524 -0.6 0.0 0.6
H -1.1810 1.2125 0.6448 0.2 -0.3 -0.6
H -0.0125 0.5127 1.7525 0.0 0.0 0.2
H -2.0435 -1.2739 0.3618 -0.3 0.0 0.2
H -0.5501 -1.7928 1.1714 0.0 -0.1 0.4
H -0.5411 -1.5855 -1.1567 0.2 -0.4 -0.6
```
Forces are in eV/Å.

Properties
orbital gap: 9.0320 eV
relative energy (zero: lowest compared OMol25 entry of this formula, charge and spin): 55.33 kcal/mol
total energy: -54942.5587 eV
HOMO level: -8.592 eV
LUMO energy: 0.44 eV
M: 585.8 g/mol
SMILES: COCCNCCOC.COCCNCCOC.COCCNCCOC.OCCO.OCCO.OCCO

Löwdin atomic charge list, values in e, 99 entries: atom 1 (C): -0.03, atom 2 (O): -0.28, atom 3 (C): -0.16, atom 4 (C): -0.19, atom 5 (N): -0.06, atom 6 (C): -0.23, atom 7 (C): -0.23, atom 8 (O): -0.19, atom 9 (C): -0.10, atom 10 (H): 0.08, atom 11 (H): 0.09, atom 12 (H): 0.08, atom 13 (H): 0.12, atom 14 (H): 0.12, atom 15 (H): 0.09, atom 16 (H): 0.12, atom 17 (H): 0.11, atom 18 (H): 0.13, atom 19 (H): 0.11, atom 20 (H): 0.12, atom 21 (H): 0.12, atom 22 (H): 0.09, atom 23 (H): 0.08, atom 24 (H): 0.09, atom 25 (C): -0.14, atom 26 (O): -0.20, atom 27 (C): -0.17, atom 28 (C): -0.15, atom 29 (N): -0.06, atom 30 (C): -0.21, atom 31 (C): -0.19, atom 32 (O): -0.19, atom 33 (C): -0.14, atom 34 (H): 0.09, atom 35 (H): 0.08, atom 36 (H): 0.07, atom 37 (H): 0.09, atom 38 (H): 0.11, atom 39 (H): 0.12, atom 40 (H): 0.11, atom 41 (H): 0.06, atom 42 (H): 0.11, atom 43 (H): 0.12, atom 44 (H): 0.12, atom 45 (H): 0.10, atom 46 (H): 0.07, atom 47 (H): 0.09, atom 48 (H): 0.09, atom 49 (C): -0.09, atom 50 (O): -0.17, atom 51 (C): -0.26, atom 52 (C): -0.17, atom 53 (N): -0.05, atom 54 (C): -0.18, atom 55 (C): -0.19, atom 56 (O): -0.22, atom 57 (C): -0.07, atom 58 (H): 0.09, atom 59 (H): 0.08, atom 60 (H): 0.08, atom 61 (H): 0.12, atom 62 (H): 0.11, atom 63 (H): 0.11, atom 64 (H): 0.11, atom 65 (H): 0.11, atom 66 (H): 0.11, atom 67 (H): 0.12, atom 68 (H): 0.12, atom 69 (H): 0.09, atom 70 (H): 0.10, atom 71 (H): 0.08, atom 72 (H): 0.08, atom 73 (O): -0.08, atom 74 (C): -0.20, atom 75 (C): -0.25, atom 76 (O): -0.05, atom 77 (H): 0.08, atom 78 (H): 0.09, atom 79 (H): 0.13, atom 80 (H): 0.12, atom 81 (H): 0.12, atom 82 (H): 0.11, atom 83 (O): -0.05, atom 84 (C): -0.28, atom 85 (C): -0.22, atom 86 (O): -0.08, atom 87 (H): 0.03, atom 88 (H): 0.13, atom 89 (H): 0.11, atom 90 (H): 0.11, atom 91 (H): 0.12, atom 92 (H): 0.03, atom 93 (O): -0.08, atom 94 (C): -0.20, atom 95 (C): -0.25, atom 96 (O): -0.07, atom 97 (H): 0.04, atom 98 (H): 0.11, atom 99 (H): 0.10

***

Entry 3:
Molecular formula: C7H6FNO
Method: DFT, the ωB97M-V functional and the def2-TZVPD basis

```
16
Properties=species:S:1:pos:R:3:forces:R:3
C -1.9793 -1.3426 -0.2600 1.6 1.0 0.7
C -2.5749 -0.0707 -0.2035 0.8 1.0 -1.1
C -0.5676 -1.5123 -0.2191 1.1 0.9 -0.1
C -1.7032 1.0466 -0.1881 -0.8 1.6 0.3
C 0.1728 -0.3318 -0.0917 -1.2 -0.9 -0.2
C -0.3191 0.9389 -0.0538 -0.6 -0.2 -0.4
C 2.8527 0.7141 0.7273 1.2 0.0 0.0
N 2.6366 -0.2738 -0.0163 -1.1 0.5 -0.2
O 3.1558 -1.1842 -0.6114 0.5 -0.3 0.1
F 0.4682 2.0684 0.0210 -0.9 -0.9 -0.1
H -2.5283 -2.2111 -0.1558 -1.4 -1.6 -0.3
H -3.6650 0.1619 -0.3864 1.4 -0.8 0.6
H 0.0601 -2.4742 -0.3290 -1.7 1.4 0.3
H -2.0951 2.1078 -0.2407 0.3 -1.4 0.1
H 3.8675 0.8526 0.9385 1.8 0.3 0.6
H 2.2187 1.5103 1.0689 -0.9 -0.6 -0.3
```
Forces are in eV/Å.

Properties
orbital gap (alpha / beta): 9.1266 / 8.1812 eV
relative energy (zero: lowest compared OMol25 entry of this formula, charge and spin): 49.53 kcal/mol
total energy: -13604.4296 eV
HOMO level (alpha / beta): -8.121 / -9.535 eV
LUMO energy (alpha / beta): 1.01 / -1.35 eV
multiplicity: 3
M: 139.1 g/mol

How is the electron density shared among the atoms? According to Löwdin, the charges in e are: atom 1 (C): -0.10, atom 2 (C): -0.08, atom 3 (C): -0.07, atom 4 (C): -0.04, atom 5 (C): 0.07, atom 6 (C): -0.28, atom 7 (C): 0.01, atom 8 (N): -0.18, atom 9 (O): 0.06, atom 10 (F): 0.01, atom 11 (H): 0.07, atom 12 (H): 0.12, atom 13 (H): 0.13, atom 14 (H): 0.13, atom 15 (H): 0.06, atom 16 (H): 0.07

***

Which formula does entry 3 have? C7H6FNO